{
  "formula": "C53H122N14O10",
  "method": "ωB97M-V with the def2-TZVPD basis set",
  "symbols": ["C", "C", "C", "C", "C", "C", "C", "C", "C", "N", "O", "H", "H", "H", "H", "H", "H", "H", "H", "H", "H", "H", "H", "H", "H", "H", "H", "H", "H", "H", "C", "C", "C", "C", "C", "C", "C", "C", "C", "N", "O", "H", "H", "H", "H", "H", "H", "H", "H", "H", "H", "H", "H", "H", "H", "H", "H", "H", "H", "H", "C", "C", "C", "C", "C", "C", "C", "C", "C", "N", "O", "H", "H", "H", "H", "H", "H", "H", "H", "H", "H", "H", "H", "H", "H", "H", "H", "H", "H", "H", "C", "C", "C", "C", "C", "C", "C", "C", "C", "N", "O", "H", "H", "H", "H", "H", "H", "H", "H", "H", "H", "H", "H", "H", "H", "H", "H", "H", "H", "H", "C", "C", "C", "C", "C", "C", "C", "C", "C", "N", "O", "H", "H", "H", "H", "H", "H", "H", "H", "H", "H", "H", "H", "H", "H", "H", "H", "H", "H", "H", "C", "O", "C", "C", "C", "N", "H", "H", "H", "H", "H", "H", "H", "H", "H", "H", "H", "N", "C", "N", "O", "H", "H", "H", "H", "N", "C", "N", "O", "H", "H", "H", "H", "N", "C", "N", "O", "H", "H", "H", "H", "N", "C", "N", "O", "H", "H", "H", "H"],
  "xyz": [[0.114201, 2.313073, -2.695735], [-1.411508, 2.483314, -2.741119], [-2.019537, 1.213255, -3.382463], [-1.820206, 2.654203, -1.282362], [-3.308349, 2.993426, -1.153525], [-3.456715, 4.406698, -1.729706], [-3.036353, 4.484184, -3.210886], [-4.214213, 4.059204, -4.103103], [-2.729227, 5.967669, -3.430112], [-1.847028, 3.685012, -3.419279], [-1.395304, 3.760482, -4.753092], [0.487977, 1.292214, -2.600441], [0.540349, 2.752783, -3.600781], [0.576744, 2.741105, -1.800418], [-2.193034, 0.448817, -2.617527], [-3.002451, 1.465022, -3.784449], [-1.393035, 0.790491, -4.163483], [-1.739645, 1.655570, -0.834382], [-1.252833, 3.405342, -0.737716], [-3.886889, 2.277294, -1.749541], [-3.667709, 2.863116, -0.133520], [-2.919246, 5.102837, -1.085429], [-4.535393, 4.581387, -1.649106], [-3.964856, 3.387913, -4.924748], [-4.770407, 4.916166, -4.480764], [-4.926535, 3.450397, -3.531139], [-2.542801, 6.176531, -4.492719], [-1.810220, 6.233487, -2.904306], [-3.539734, 6.655398, -3.192315], [-0.740538, 4.467428, -4.764781], [-2.712990, 7.448415, 3.218116], [-2.864712, 6.543671, 4.449416], [-2.288261, 7.244129, 5.678469], [-4.348734, 6.288230, 4.693528], [-5.064958, 5.482269, 3.585496], [-4.352403, 4.152519, 3.437244], [-2.820061, 4.229792, 3.335804], [-2.218055, 2.882803, 3.658813], [-2.487053, 4.631715, 1.881864], [-2.277981, 5.231390, 4.259741], [-0.869495, 5.202302, 4.324763], [-3.384359, 7.267043, 2.367787], [-2.854823, 8.521520, 3.362300], [-1.768794, 7.278968, 2.682141], [-2.482608, 6.610979, 6.543574], [-1.204349, 7.322766, 5.582391], [-2.691886, 8.249621, 5.757365], [-4.469743, 5.595603, 5.534798], [-4.919956, 7.189352, 4.919969], [-6.057960, 5.302652, 4.003978], [-5.206439, 6.056660, 2.670832], [-4.667872, 3.637893, 2.520118], [-4.619576, 3.395031, 4.181112], [-2.261518, 2.633378, 4.719307], [-1.151854, 2.775164, 3.435553], [-2.682035, 2.127800, 3.018789], [-3.333207, 5.030789, 1.315012], [-2.316399, 3.775072, 1.211496], [-1.586895, 5.220372, 1.711989], [-0.552281, 5.883534, 3.707479], [8.329355, -3.944156, 0.006523], [7.890555, -2.545149, -0.407243], [7.840760, -2.430196, -1.954465], [6.489784, -2.359344, 0.201957], [6.014007, -0.920934, 0.197043], [7.082058, 0.001999, 0.750382], [8.467929, -0.134639, 0.113640], [8.475393, 0.555146, -1.257612], [9.428671, 0.644671, 1.018171], [8.805476, -1.560237, 0.145757], [10.150751, -1.788946, -0.201115], [9.312129, -4.194135, -0.396269], [8.305960, -4.041286, 1.095399], [7.669333, -4.743334, -0.340908], [6.971296, -1.802610, -2.188818], [8.753172, -1.938022, -2.274641], [7.556429, -3.295791, -2.556592], [5.836162, -3.002346, -0.397783], [6.384345, -2.756016, 1.217098], [5.742211, -0.660525, -0.835767], [5.080790, -0.782273, 0.749624], [7.210635, -0.198616, 1.821872], [6.748239, 1.045164, 0.758558], [9.411341, 0.428052, -1.804733], [8.379958, 1.641527, -1.159749], [7.609023, 0.256660, -1.847098], [9.229816, 1.710407, 0.907734], [10.487236, 0.476208, 0.813953], [9.319704, 0.397671, 2.078981], [10.583572, -1.897847, 0.650067], [-1.625100, -2.254240, 0.542427], [-0.580605, -2.047765, 1.658857], [-1.327162, -1.860876, 2.993714], [0.311006, -3.288805, 1.846978], [1.264783, -3.486944, 0.668477], [2.138215, -2.237336, 0.607605], [1.321662, -0.963065, 0.441969], [2.243780, 0.253036, 0.589788], [0.743306, -0.887715, -0.987585], [0.270959, -0.881423, 1.456721], [-0.480254, 0.310435, 1.376686], [-1.325979, -2.973406, -0.221691], [-2.474473, -2.752015, 1.014787], [-1.814825, -1.330560, -0.000898], [-0.615205, -1.681468, 3.796150], [-2.097239, -1.098393, 2.877644], [-1.841080, -2.795201, 3.237112], [0.897941, -3.101199, 2.749680], [-0.365467, -4.138764, 1.951142], [1.869918, -4.354846, 0.956578], [0.735016, -3.855727, -0.210244], [2.860698, -2.360331, -0.205263], [2.720169, -2.218558, 1.530791], [2.957997, 0.352043, -0.228049], [2.798598, 0.385398, 1.523173], [1.603042, 1.142769, 0.557724], [-0.074912, -0.166385, -0.959213], [0.341350, -1.883198, -1.187807], [1.421918, -0.629121, -1.798434], [-0.031089, 0.871952, 2.015193], [-5.220233, -5.795898, -4.273814], [-6.222828, -4.709404, -3.860609], [-7.040434, -4.335532, -5.107867], [-7.150871, -5.277910, -2.797649], [-7.981827, -4.202121, -2.094977], [-7.065960, -3.095698, -1.578819], [-6.143897, -2.439409, -2.635382], [-7.081801, -1.538215, -3.459089], [-5.098303, -1.590934, -1.941809], [-5.475309, -3.582380, -3.290152], [-4.547757, -3.101134, -4.251021], [-4.837832, -5.638251, -5.276112], [-4.400236, -5.851954, -3.550650], [-5.664567, -6.783628, -4.125412], [-7.586007, -5.210970, -5.460243], [-7.745171, -3.520416, -4.967359], [-6.353250, -3.994468, -5.884612], [-7.760113, -6.052248, -3.272134], [-6.676033, -5.836395, -1.980356], [-8.658345, -3.844893, -2.879628], [-8.619250, -4.572629, -1.294514], [-6.390671, -3.464610, -0.796647], [-7.745351, -2.381671, -1.105336], [-7.449850, -0.735884, -2.821513], [-7.996608, -2.070113, -3.729566], [-6.685946, -1.223594, -4.425896], [-4.412521, -2.099528, -1.260441], [-5.646411, -0.846664, -1.356059], [-4.483889, -1.011115, -2.635496], [-3.694174, -3.054109, -3.808407], [-0.083484, -2.517440, 6.909440], [1.187268, -1.904327, 6.857996], [1.945315, -2.218360, 5.713430], [3.205236, -1.384131, 5.610993], [3.740273, -1.400697, 4.184650], [4.280682, -1.982243, 6.438788], [-0.289106, -2.658037, 7.970860], [-0.127625, -3.425905, 6.306365], [-0.872274, -1.836914, 6.560089], [2.113043, -3.298956, 5.635778], [1.341024, -1.942317, 4.824629], [3.089068, -0.362524, 5.967525], [3.619233, -2.372193, 3.696807], [4.837810, -1.340269, 4.192484], [3.533494, -0.541259, 3.546550], [3.979712, -2.079411, 7.399965], [4.646222, -2.859305, 6.099656], [5.551975, -3.956193, -4.781302], [4.499339, -4.346356, -3.990848], [3.922548, -3.254101, -3.390626], [4.147867, -5.501647, -3.838555], [5.629021, -2.968036, -4.949004], [6.304832, -4.601755, -4.918789], [3.045438, -3.251496, -2.909683], [4.479515, -2.415792, -3.468972], [2.781029, 3.059757, 2.569494], [2.162377, 3.805002, 1.596425], [0.840352, 4.055531, 1.838814], [2.727755, 4.173422, 0.581743], [2.318326, 2.952535, 3.453271], [3.665321, 2.624791, 2.394671], [0.221890, 3.817719, 2.594991], [0.410676, 4.628054, 1.132187], [3.556866, 0.810725, -3.647725], [4.853643, 0.498721, -3.911765], [5.728534, 1.548081, -3.945580], [5.214262, -0.654978, -4.122496], [3.003252, -0.026094, -3.612806], [3.255392, 1.739209, -3.422808], [6.654202, 1.369650, -4.289992], [5.408571, 2.499681, -3.951714], [-3.038913, -4.708720, -1.374628], [-3.241434, -5.530022, -0.302637], [-4.572994, -5.844511, -0.119883], [-2.348533, -5.952848, 0.394221], [-2.184478, -4.213384, -1.533784], [-3.830573, -4.345273, -1.896922], [-5.167591, -5.445857, -0.827910], [-4.800224, -6.704400, 0.339900]],
  "atomic_forces_ev_per_a": [[0.8, 0.5, -0.2], [0.0, -0.4, 0.5], [-0.6, 0.2, 0.5], [-1.9, -1.6, 0.4], [0.8, 0.1, -0.9], [-1.2, -1.4, 0.7], [-0.7, 0.2, 0.7], [-0.7, -0.8, 0.2], [0.8, 0.2, -1.3], [1.7, 1.2, 0.1], [-0.3, -0.3, -0.2], [-0.7, -0.3, -0.5], [0.2, -0.1, 0.1], [-0.2, 0.7, -0.2], [0.2, -0.1, -0.1], [0.1, -0.2, -0.2], [0.0, 0.1, -0.1], [0.7, 0.3, 0.3], [0.4, -0.1, -0.2], [0.0, 0.1, 0.0], [0.0, 0.4, 0.1], [0.1, 0.1, -0.2], [0.2, 0.8, -0.2], [0.5, 0.4, -0.2], [0.0, 0.0, -0.1], [0.0, 0.2, 0.1], [0.1, -0.2, 0.1], [-0.2, 0.1, 0.2], [-0.1, -0.3, 0.5], [0.0, 0.0, 0.1], [0.2, 0.3, -1.6], [-0.9, 0.5, -0.6], [0.6, -0.7, -0.4], [-0.9, -0.9, -0.2], [0.1, 0.4, 1.1], [0.1, -0.9, -0.7], [0.6, 1.3, -0.9], [0.6, -0.7, -0.1], [-0.1, -1.1, -1.6], [-0.3, -0.8, 1.6], [-0.1, 0.4, -0.5], [-0.4, -0.5, 0.5], [0.3, -0.1, 0.6], [0.3, 0.4, 0.6], [-0.1, 0.3, 0.2], [0.0, 0.1, 0.0], [-0.2, -0.1, 0.2], [0.4, 0.5, 0.4], [0.3, 0.2, 0.0], [-0.1, -0.1, -0.3], [0.2, -0.2, -0.2], [0.0, 0.2, -0.1], [-0.1, 0.6, 0.5], [-0.5, 0.0, 0.0], [-0.1, 0.4, -0.2], [-0.2, -0.1, 0.3], [0.0, 0.8, 0.5], [0.2, -0.4, 0.7], [-0.2, 0.4, 0.4], [0.1, -0.1, -0.1], [0.4, -0.5, 0.2], [-0.2, -1.0, -0.6], [-1.3, 0.7, 0.2], [-0.4, -0.1, -0.1], [-0.3, 0.2, -0.8], [-0.2, 0.1, 0.8], [0.1, 0.6, 0.1], [-0.1, 0.3, -0.4], [0.4, -0.1, 0.4], [-0.4, 0.4, 1.5], [0.0, 0.0, -0.7], [0.1, 0.1, 0.2], [0.4, 0.1, 0.0], [-0.3, 0.4, -0.3], [0.4, 0.5, -0.1], [0.0, -0.3, -0.5], [0.7, -0.5, 0.5], [-0.1, 0.2, 0.0], [0.6, 0.0, 0.1], [0.2, 0.2, 0.1], [0.1, -0.2, 0.2], [0.0, -0.3, -0.1], [0.1, 0.0, -0.5], [-0.1, -0.4, 0.0], [-0.1, -0.1, 0.4], [0.2, -0.2, -0.2], [0.0, 0.0, 0.0], [-0.1, 0.0, -0.4], [-0.3, -0.1, -0.1], [0.0, -0.1, 0.0], [0.3, -0.7, 0.0], [-0.5, 0.0, 0.3], [-0.2, -0.4, -0.6], [-0.4, 0.6, -0.9], [0.1, -0.8, 1.5], [-0.2, -0.9, -0.4], [1.0, 1.0, -1.0], [-0.4, 1.0, 0.2], [-0.7, -0.7, 0.5], [1.2, -0.8, 0.9], [-0.2, -0.1, -0.4], [0.5, 0.0, 0.1], [-0.4, 0.5, -0.3], [-0.6, 0.1, 0.4], [-0.1, 0.4, 0.0], [0.2, 0.2, 0.4], [0.0, 0.0, -0.1], [0.0, -0.3, 0.1], [0.1, -0.1, 0.2], [0.3, 0.1, -0.2], [0.0, 0.6, -0.3], [0.0, 0.4, -0.1], [-0.1, 0.2, 0.1], [0.0, -0.2, -0.1], [-0.1, -0.7, 0.1], [0.2, 0.0, -0.3], [0.0, 0.0, -0.3], [-0.2, 0.2, -0.4], [0.3, 0.1, 0.3], [-0.2, 0.1, 0.1], [0.1, -0.3, 1.0], [-0.1, -0.1, -0.4], [0.2, 0.2, -0.2], [-0.5, -0.4, 1.2], [0.3, -0.1, -1.3], [0.0, -0.1, 0.5], [-1.3, -0.7, 0.2], [-0.3, -0.6, -0.7], [0.1, 0.9, 0.2], [0.7, 0.2, 0.8], [-0.3, 0.2, -0.6], [0.1, -0.2, 0.0], [0.2, 0.4, -0.2], [-0.3, 0.0, -0.7], [0.1, 0.0, -0.1], [-0.1, -0.2, 0.2], [0.0, -0.1, -0.1], [-0.2, 0.2, -0.1], [0.7, 0.1, -0.4], [-0.1, 0.4, 0.4], [0.2, -0.2, 0.1], [-0.3, -0.2, 0.1], [0.5, 0.4, 0.0], [0.4, 0.4, -0.2], [0.1, -0.1, 0.2], [0.3, 0.4, 0.3], [-0.2, -0.4, -0.1], [0.1, 0.0, 0.1], [-0.1, -0.1, -0.2], [0.0, -0.1, 0.1], [-0.1, 0.7, 0.2], [0.6, 0.0, 0.3], [-1.6, 1.1, -1.3], [1.5, -1.6, 0.3], [1.5, 0.1, -0.4], [0.0, 1.0, 0.6], [-0.1, -0.5, -0.1], [0.0, -0.2, 0.3], [0.2, 0.0, -0.3], [0.4, 0.0, 0.1], [0.0, -0.2, 0.1], [-0.4, 0.0, 0.0], [-0.7, 0.2, -0.2], [0.0, 0.1, 0.6], [-0.9, -0.3, -0.1], [0.0, -0.2, 0.0], [-0.3, -0.1, -0.2], [-0.3, 0.0, 0.0], [-0.4, -0.3, 0.4], [0.5, 0.2, -0.3], [0.0, 0.1, 0.0], [0.6, -0.1, -0.1], [0.0, 0.1, -0.2], [0.0, -0.4, 0.0], [-0.6, 0.4, 0.2], [-0.5, 0.3, 0.1], [0.4, -0.7, 0.3], [-0.5, 0.8, -0.8], [-0.2, -0.1, 0.0], [0.2, -0.2, 0.1], [0.1, 0.2, 0.0], [0.6, -0.2, 0.4], [0.1, 0.0, -0.1], [0.7, -0.6, -0.2], [0.4, 0.4, -0.3], [0.0, 0.0, 0.1], [0.1, 0.0, 0.1], [-0.7, 0.4, 0.2], [-0.3, -0.1, 0.1], [0.0, -0.1, 0.0], [0.0, 0.0, 0.0], [-0.6, 0.6, -0.8], [0.0, -0.2, -0.1], [0.4, 0.8, -0.3], [0.4, -0.1, 0.4], [0.3, -0.3, 0.4], [-0.1, -0.1, 0.1], [-0.4, -0.5, 0.2], [-0.1, -0.1, 0.0]],
  "total_charge": 0,
  "orbital_gap_ha": 0.310,
  "lumo_ev": 0.2372,
  "homo_ev": -8.2,
  "relative_energy_kj_mol": 72.03
}